ORCA calculation (ωB97M-V with the def2-TZVPD basis set) on CH4N4S in the gas phase at a distorted geometry.

Structure (XYZ):
```
10
Properties=species:S:1:pos:R:3:forces:R:3:lowdin_charge:R:1
C 0.39580 -1.04998 0.23158 -3.721 -1.364 0.394 -0.31
N -3.14589 1.58389 0.46500 -3.675 0.859 3.257 -0.14
N -3.49608 0.56248 0.74578 -0.500 -2.049 0.338 0.06
N -0.94885 1.27516 -0.25347 1.820 -1.654 0.500 -0.38
N -2.01766 1.90104 -0.43596 2.217 3.398 -3.847 -0.25
S -1.21082 -0.38893 -0.54160 0.923 -0.174 0.167 0.81
H 1.14123 -0.58691 -0.32027 1.726 0.881 -0.181 0.00
H 0.40497 -2.15750 0.16529 -0.079 0.648 -0.724 0.04
H 0.17782 -0.92821 1.28176 1.011 0.876 0.307 0.02
H -1.93307 2.94466 -0.29626 0.279 -1.422 -0.210 0.14
```
Positions in Å, forces in eV/Å.

For the energy above the lowest of the compared OMol25 structures with the same formula, charge and spin, the calculation gives 3.202 eV. The value obtained for the total energy is -657.557985 a.u. Its lowest unoccupied orbital energy (alpha / beta) is -0.0541 / -0.0548 eV. The value obtained for the HOMO energy (alpha / beta) is -8.07 / -8.07 eV. For the HOMO-LUMO gap (alpha / beta), the calculation gives 8.02 / 8.02 eV.